62
Properties=species:S:1:pos:R:3 method="wB97M-V/def2-TZVPD" e_above_lowest_kcal_mol=0.0 gap_ev=8.00 homo_energy_ev=-7.95
Au -0.66 -0.56 -1.74
C -2.22 0.64 2.30
C -1.96 0.58 0.81
N -1.35 -0.43 0.30
N -1.04 -1.51 1.12
C -0.51 -2.50 0.52
S -0.03 -2.65 -1.16
S -0.18 -3.99 1.41
C 0.06 -3.34 3.08
C 1.45 -2.87 3.41
C 2.37 -2.48 2.44
C 3.62 -1.99 2.80
C 3.97 -1.88 4.14
C 3.06 -2.28 5.12
C 1.82 -2.76 4.75
C -2.44 1.69 -0.04
C -3.39 2.56 0.56
C -3.97 3.61 -0.10
C -3.61 3.86 -1.43
C -2.68 3.06 -2.04
C -2.06 1.97 -1.38
O -1.13 1.37 -2.10
H -1.74 -0.20 2.79
H -3.29 0.59 2.50
H -1.85 1.58 2.70
H -0.24 -4.15 3.76
H -0.66 -2.53 3.21
H 2.11 -2.57 1.39
H 4.31 -1.70 2.03
H 4.94 -1.51 4.42
H 3.33 -2.21 6.16
H 1.12 -3.07 5.52
H -3.69 2.38 1.58
H -4.70 4.23 0.40
H -4.05 4.69 -1.97
H -2.37 3.24 -3.06
C 0.48 0.22 -4.91
Si -0.71 -0.94 -4.07
C -0.36 -2.72 -4.54
C -2.49 -0.49 -4.48
H 0.37 0.20 -6.00
H 1.52 -0.04 -4.67
H 0.30 1.24 -4.57
H -0.41 -2.82 -5.63
H -1.08 -3.40 -4.10
H 0.64 -3.03 -4.22
H -2.68 -0.63 -5.55
H -2.67 0.55 -4.23
H -3.19 -1.11 -3.93
C 2.99 2.41 0.05
C 2.59 2.04 1.48
C 1.49 0.97 1.28
O 1.30 0.84 -0.13
C 1.73 2.05 -0.73
H 3.82 1.79 -0.29
H 3.27 3.46 -0.05
H 2.18 2.90 2.00
H 3.42 1.66 2.07
H 0.55 1.28 1.76
H 1.77 -0.01 1.67
H 0.96 2.83 -0.63
H 1.90 1.86 -1.79

23
Properties=species:S:1:pos:R:3 method="wB97M-V/def2-TZVPD" e_above_lowest_kcal_mol=64.3 gap_ev=8.85 homo_energy_ev=-7.98
C -0.35 -0.43 0.05
C -0.03 0.95 -0.28
C 0.44 -1.25 -1.48
C -0.69 1.96 1.09
C -1.81 -0.83 0.14
C 1.93 -0.99 -1.61
N -0.10 1.66 2.36
O 0.32 -0.95 1.15
H 1.27 -0.76 1.05
H 0.76 1.14 2.24
H -0.71 1.07 2.92
H -0.51 1.32 -1.18
H 1.03 1.19 -0.22
H -0.09 -0.98 -2.39
H 0.27 -2.32 -1.31
H -1.78 1.88 1.12
H -0.45 2.97 0.78
H -2.41 -0.32 -0.62
H -1.91 -1.91 0.00
H -2.22 -0.60 1.12
H 2.44 -1.95 -1.70
H 2.41 -0.48 -0.76
H 2.19 -0.37 -2.47

18
Properties=species:S:1:pos:R:3 method="wB97M-V/def2-TZVPD" e_above_lowest_kcal_mol=48.5 gap_ev=9.58 homo_energy_ev=-8.69
N 1.26 1.09 -1.96
C 1.71 0.15 -1.03
N 1.07 -0.25 -0.01
C 0.25 0.77 0.73
C -1.27 0.66 0.51
C -1.66 -0.81 0.40
N -1.03 -1.55 1.52
H 1.38 0.88 -2.94
H 0.42 1.56 -1.68
H 2.53 -0.42 -1.46
H 0.75 1.70 0.48
H 0.44 0.51 1.77
H -1.83 1.03 1.37
H -1.49 1.25 -0.38
H -2.71 -1.06 0.55
H -1.36 -1.19 -0.59
H -1.22 -2.55 1.38
H -0.04 -1.65 1.29

77
Properties=species:S:1:pos:R:3 method="wB97M-V/def2-TZVPD" e_above_lowest_kcal_mol=18.7 gap_ev=6.56 homo_energy_ev=-7.38
Al 18.47 13.67 12.02
O 19.46 9.65 12.07
C 19.08 9.31 10.80
C 19.11 7.96 10.42
C 18.94 7.63 9.10
C 18.66 8.59 8.16
C 18.36 9.89 8.58
C 18.56 10.26 9.91
C 18.29 11.68 10.30
O 19.04 12.17 11.30
N 16.80 11.78 10.66
N 16.62 13.14 11.00
C 15.55 13.69 10.56
C 15.06 14.96 10.95
Br 15.65 15.54 12.68
C 14.19 15.69 10.25
C 13.81 15.14 8.90
C 12.54 14.61 8.70
C 12.22 13.91 7.54
C 13.15 13.78 6.56
C 14.42 14.31 6.71
C 14.76 14.94 7.89
H 19.40 10.62 12.12
H 19.38 7.18 11.11
H 18.95 6.61 8.87
H 18.67 8.38 7.06
H 18.16 10.64 7.87
H 18.39 12.32 9.39
H 16.24 11.55 9.87
H 14.91 13.09 9.91
H 13.80 16.58 10.66
H 11.79 14.71 9.49
H 11.23 13.45 7.46
H 12.82 13.32 5.59
H 15.12 14.24 5.93
H 15.77 15.36 8.05
Br 19.30 14.26 18.64
C 18.91 14.12 16.72
C 17.62 13.79 16.28
C 17.44 13.64 14.93
C 18.47 13.80 14.00
C 19.72 14.11 14.50
C 19.95 14.20 15.87
H 16.82 13.73 17.00
H 16.44 13.36 14.61
H 20.63 14.28 13.87
H 20.99 14.38 16.24
C 25.49 11.61 11.58
N 25.27 13.04 11.31
C 24.08 13.64 11.13
Se 22.40 13.02 11.27
N 24.34 14.90 10.70
C 25.73 15.09 10.56
C 26.49 16.19 10.21
C 27.84 16.02 10.14
C 28.42 14.80 10.59
C 27.70 13.70 10.99
C 26.34 13.90 11.01
H 24.63 11.15 12.05
H 26.34 11.51 12.25
H 25.63 11.09 10.63
H 23.61 15.56 10.78
H 26.01 17.15 9.91
H 28.49 16.84 9.99
H 29.49 14.87 10.80
H 28.17 12.80 11.43
Br 21.68 18.84 9.41
C 20.68 17.36 9.93
C 20.06 17.42 11.19
C 19.39 16.35 11.72
C 19.34 15.13 10.98
C 19.86 15.13 9.71
C 20.57 16.22 9.16
H 20.13 18.36 11.69
H 19.12 16.43 12.75
H 19.83 14.26 9.09
H 20.95 16.14 8.14

92
Properties=species:S:1:pos:R:3 method="wB97M-V/def2-TZVPD" gap_ev=8.82 homo_energy_ev=-9.73 smiles="COCc1c(CC(=O)O)ccc2c1C(=O)c1ccc(B(O)O)c(CC(=O)OC(C)=O)c1C2=O.CCCCCC.CCCCCC"
C -1.89 0.32 2.66
O -0.71 -0.05 1.98
C -0.48 0.70 0.81
C 0.58 0.00 -0.02
C 0.27 -0.56 -1.26
C -1.11 -0.49 -1.87
C -1.44 -1.79 -2.56
O -1.68 -2.81 -1.99
O -1.42 -1.73 -3.92
C 1.27 -1.17 -2.02
C 2.57 -1.29 -1.55
C 2.87 -0.73 -0.32
C 1.91 -0.07 0.45
C 2.42 0.56 1.72
O 1.82 0.64 2.75
C 3.82 1.09 1.63
C 4.20 2.24 2.30
C 5.51 2.67 2.23
C 6.48 1.98 1.50
B 7.99 2.49 1.48
O 8.76 2.30 2.60
O 8.52 3.10 0.38
C 6.10 0.83 0.79
C 7.11 0.08 -0.03
C 8.09 -0.70 0.80
O 7.98 -0.95 1.95
O 9.23 -1.08 0.11
C 9.00 -1.84 -1.03
C 8.16 -3.08 -0.83
O 9.48 -1.53 -2.07
C 4.77 0.39 0.87
C 4.27 -0.82 0.18
O 4.94 -1.82 0.02
H -2.28 -0.57 3.15
H -2.65 0.74 2.00
H -1.65 1.03 3.46
H -0.13 1.72 1.03
H -1.41 0.76 0.27
H -1.90 -0.34 -1.13
H -1.19 0.29 -2.62
H -0.96 -2.51 -4.25
H 1.06 -1.58 -3.00
H 3.34 -1.79 -2.11
H 3.48 2.80 2.88
H 5.83 3.56 2.75
H 9.51 1.72 2.44
H 7.81 3.33 -0.22
H 6.65 -0.58 -0.76
H 7.69 0.79 -0.61
H 8.11 -3.31 0.23
H 8.63 -3.92 -1.33
H 7.16 -2.88 -1.20
C -3.69 3.56 0.36
C -4.74 3.14 -0.66
C -4.19 2.24 -1.77
C -3.11 2.88 -2.64
C -3.52 4.17 -3.34
C -4.67 3.98 -4.33
H -2.90 4.15 -0.10
H -4.14 4.17 1.14
H -3.24 2.69 0.83
H -5.21 4.03 -1.10
H -5.54 2.60 -0.15
H -5.01 1.90 -2.40
H -3.77 1.33 -1.31
H -2.79 2.15 -3.39
H -2.22 3.08 -2.03
H -2.65 4.56 -3.89
H -3.79 4.94 -2.61
H -4.41 3.25 -5.09
H -4.91 4.92 -4.83
H -5.58 3.64 -3.83
C -3.06 -2.61 0.89
C -4.48 -2.06 0.86
C -5.21 -2.16 2.21
C -5.40 -3.58 2.73
C -6.17 -4.51 1.78
C -7.59 -4.05 1.50
H -3.04 -3.67 1.13
H -2.58 -2.49 -0.08
H -2.46 -2.08 1.63
H -5.06 -2.57 0.09
H -4.45 -1.00 0.57
H -6.18 -1.66 2.12
H -4.64 -1.59 2.96
H -5.94 -3.53 3.68
H -4.43 -4.03 2.95
H -6.20 -5.50 2.23
H -5.62 -4.62 0.84
H -8.17 -3.97 2.43
H -8.11 -4.76 0.85
H -7.62 -3.08 1.00

19
Properties=species:S:1:pos:R:3 method="wB97M-V/def2-TZVPD" e_above_lowest_kcal_mol=181.8 gap_ev=9.47 homo_energy_ev=-8.63 smiles=C[C@@H]1CN[C@H]2C[C@]12O
C -1.80 -0.95 0.02
C -0.72 -0.04 0.57
C -0.55 1.33 0.10
N 0.67 1.48 -0.64
C 0.99 0.01 -0.97
C 1.84 -1.15 -0.19
C 0.67 -0.43 0.43
O 1.31 0.28 1.59
H -2.91 -0.62 0.64
H -1.33 -2.17 0.14
H -2.06 -1.06 -1.13
H -0.99 0.13 1.59
H -0.78 1.86 1.07
H -1.50 1.59 -0.44
H 0.76 1.92 -1.59
H 0.45 -0.49 -1.75
H 1.88 -1.89 -1.14
H 2.77 -0.95 0.42
H 1.31 1.14 1.27

14
Properties=species:S:1:pos:R:3 method="wB97M-V/def2-TZVPD" e_above_lowest_kcal_mol=22.4 gap_ev=9.02 homo_energy_ev=-8.44 smiles="CC=O.CSS"
C 1.70 1.40 2.00
C 2.41 0.34 1.22
O 2.45 0.43 0.02
H 1.77 2.37 1.50
H 0.62 1.21 1.84
H 1.78 1.56 3.08
H 3.11 -0.38 1.72
C -1.17 -0.95 -1.83
S -2.53 -2.04 -2.34
S -3.95 -1.57 -0.89
H -0.46 -0.93 -2.66
H -1.57 0.06 -1.68
H -0.56 -1.23 -0.97
H -3.62 -0.26 -1.01